No. 1
This record from the OMol25 dataset describes 4 unconnected molecules or ions with the total composition C7H15NO14S3. The level of theory is ωB97M-V with the def2-TZVPD basis set.

Atoms and positions in Å:
C  0.15  0.08  0.15
N  0.28  1.39  0.90
O  0.76  2.33  0.29
O  0.02  1.29  2.13
H  -0.43  -0.60  0.77
H  1.19  -0.16  -0.09
H  -0.47  0.36  -0.70
O  1.70  -4.71  -1.55
S  1.45  -3.28  -1.65
O  0.77  -2.61  -0.56
O  2.83  -2.42  -2.12
C  2.40  -1.29  -2.93
C  1.26  -1.84  -3.82
O  0.76  -2.98  -3.17
H  2.13  -0.49  -2.25
H  3.29  -0.88  -3.43
H  1.67  -2.06  -4.80
H  0.42  -1.15  -3.82
O  -2.47  -1.61  3.10
S  -1.41  -2.40  3.75
O  -1.54  -3.84  3.94
O  0.09  -2.05  3.00
C  0.93  -1.40  3.93
C  0.51  -1.78  5.33
O  -0.86  -1.74  5.23
H  1.98  -1.71  3.86
H  0.92  -0.34  3.68
H  0.87  -1.10  6.09
H  0.78  -2.79  5.62
O  -1.67  3.14  -4.49
S  -1.15  2.91  -3.16
O  0.00  2.07  -2.98
O  -0.94  4.37  -2.36
C  -1.98  4.72  -1.41
C  -2.41  3.33  -0.97
O  -2.33  2.50  -2.13
H  -1.47  5.26  -0.61
H  -2.72  5.29  -1.98
H  -3.45  3.36  -0.63
H  -1.86  2.85  -0.16

Relative energy (zero: lowest compared OMol25 entry of this formula, charge and spin)   148.3 kJ/mol
E_LUMO   -0.16 eV
Highest occupied orbital energy   -11.2 eV
Structure (SMILES)   C[N+](=O)[O-].O=S1(=O)OCCO1.O=S1(=O)OCCO1.O=S1(=O)OCCO1

---

No. 2
This record from the OMol25 dataset describes C3H6ClNOS in the gas phase. The level of theory is ωB97M-V with the def2-TZVPD basis set.

Atoms and positions in Å:
C  0.97  0.61  -0.15
C  -0.33  0.84  -0.96
C  0.80  -0.68  0.71
N  -0.64  -0.54  1.17
O  -2.58  -0.61  -0.60
S  -1.78  0.30  0.13
Cl  1.21  -2.13  -0.33
H  1.78  0.56  -0.79
H  1.07  1.36  0.66
H  -0.38  1.87  -1.35
H  -0.43  0.09  -1.68
H  1.46  -0.43  1.53
H  -1.15  -1.24  1.65

Relative energy (zero: lowest compared OMol25 entry of this formula, charge and spin)   126.1 kJ/mol
E_LUMO   0.75 eV
Highest occupied orbital energy   -9.2 eV

---

No. 3
This record from the OMol25 dataset describes a molecular structure, C28H20MnN10O6. The level of theory is ωB97M-V with the def2-TZVPD basis set.

Atoms and positions in Å:
Mn  2.80  -0.61  1.17
O  8.27  -2.82  2.01
C  7.05  -2.30  1.87
C  6.47  -1.45  2.82
C  5.21  -0.97  2.56
N  4.58  -1.32  1.45
C  5.12  -2.08  0.51
C  6.37  -2.61  0.68
C  4.20  -2.16  -0.70
O  4.46  -2.80  -1.67
O  3.12  -1.41  -0.53
C  4.39  0.00  3.38
O  4.70  0.35  4.48
O  3.30  0.39  2.72
H  8.68  -2.53  2.84
H  6.99  -1.15  3.73
H  6.82  -3.23  -0.08
C  -8.51  4.21  -5.14
O  -8.25  2.86  -4.77
C  -7.09  2.60  -4.13
C  -6.14  3.57  -3.80
C  -4.98  3.18  -3.14
C  -4.76  1.85  -2.79
C  -5.73  0.90  -3.13
C  -6.87  1.27  -3.78
C  -3.55  1.42  -2.09
N  -3.28  0.18  -1.74
C  -2.06  0.23  -1.13
C  -1.58  1.52  -1.10
N  -2.55  2.27  -1.73
C  -0.32  1.87  -0.53
C  0.24  3.16  -0.47
C  1.46  3.35  0.12
C  2.14  2.24  0.63
N  1.64  1.02  0.56
C  0.42  0.82  0.02
C  -0.09  -0.54  0.04
N  0.68  -1.46  0.65
C  0.28  -2.71  0.65
C  -0.93  -3.12  0.07
C  -1.74  -2.18  -0.53
C  -1.32  -0.85  -0.55
H  -9.48  4.19  -5.64
H  -7.75  4.58  -5.84
H  -8.57  4.86  -4.27
H  -6.28  4.60  -4.06
H  -4.26  3.95  -2.90
H  -5.56  -0.14  -2.86
H  -7.63  0.54  -4.05
H  -2.53  3.26  -1.89
H  -0.30  4.01  -0.88
H  1.91  4.33  0.19
H  3.11  2.34  1.11
H  0.93  -3.43  1.13
H  -1.21  -4.16  0.10
H  -2.68  -2.45  -0.98
N  3.16  -4.21  5.60
N  2.56  -3.33  4.72
N  1.34  -2.88  4.91
C  1.16  -2.17  3.80
N  2.23  -2.20  3.01
N  3.12  -2.98  3.61
H  2.70  -4.08  6.50
H  4.14  -3.96  5.67
H  0.26  -1.62  3.59

E_LUMO (spin up / spin down)   -3.71 / -3.48 eV
Charge   +1
2S+1   5
Highest occupied orbital energy (spin up / spin down)   -10.1 / -10.1 eV
Expectation value of S²   6.05

---

No. 4
This record from the OMol25 dataset describes 2 unconnected molecules or ions with the total composition C5H10O. The level of theory is ωB97M-V with the def2-TZVPD basis set.

Atoms and positions in Å:
C  -0.57  2.00  0.49
C  0.36  0.97  -0.05
C  1.42  0.47  0.58
C  2.24  -0.59  -0.05
O  1.94  -1.17  -1.08
H  -0.56  2.90  -0.14
H  -1.60  1.63  0.49
H  -0.31  2.29  1.51
H  0.14  0.58  -1.05
H  1.72  0.82  1.56
H  3.18  -0.85  0.48
C  -1.59  -1.81  -0.55
H  -2.05  -1.09  -1.23
H  -1.85  -1.54  0.48
H  -1.96  -2.81  -0.77
H  -0.51  -1.78  -0.67

Relative energy (zero: lowest compared OMol25 entry of this formula, charge and spin)   103.8 kJ/mol
E_LUMO   0.31 eV
Highest occupied orbital energy   -9.9 eV
Structure (SMILES)   C/C=C/C=O.C

---

No. 5
This record from the OMol25 dataset describes C6H9NS in the gas phase. The level of theory is ωB97M-V with the def2-TZVPD basis set.

Atoms and positions in Å:
C  -2.58  0.41  0.49
C  -1.40  0.72  0.30
C  -0.05  1.30  0.07
N  0.15  2.19  1.17
C  1.00  0.22  -0.16
C  1.04  -0.87  0.91
C  0.27  -1.87  0.05
S  0.48  -0.94  -1.50
H  -3.68  0.20  0.40
H  -0.09  1.82  -0.97
H  -0.20  1.78  2.04
H  1.23  2.30  1.34
H  1.95  0.73  -0.48
H  2.13  -1.08  1.08
H  0.52  -0.63  1.87
H  0.63  -2.92  0.06
H  -0.82  -1.93  0.43

Relative energy (zero: lowest compared OMol25 entry of this formula, charge and spin)   309.3 kJ/mol
E_LUMO   0.77 eV
Highest occupied orbital energy   -8.6 eV
Structure (SMILES)   C#C[C@@H](N)[C@H]1CCS1

---

No. 6
This record from the OMol25 dataset describes C2H4OS2 in the gas phase. The level of theory is ωB97M-V with the def2-TZVPD basis set.

Atoms and positions in Å:
O  1.27  -1.06  0.26
C  0.48  -0.30  -0.56
S  -0.07  -0.87  -2.03
C  -0.03  0.97  0.22
S  -1.29  0.43  1.51
H  1.40  -1.91  -0.32
H  -0.64  1.54  -0.54
H  0.82  1.47  0.77
H  -1.93  -0.28  0.68

Relative energy (zero: lowest compared OMol25 entry of this formula, charge and spin)   50.2 kJ/mol
E_LUMO   -0.23 eV
Highest occupied orbital energy   -9.3 eV
Structure (SMILES)   OC(=S)CS

---

No. 7
This record from the OMol25 dataset describes 9 unconnected molecules or ions with the total composition C3H24N2O10. The level of theory is ωB97M-V with the def2-TZVPD basis set.

Atoms and positions in Å:
N  -0.41  0.32  3.80
C  -0.22  0.26  2.43
O  -1.04  -0.18  1.66
C  1.09  0.80  1.68
N  1.08  0.52  0.30
C  1.42  -0.84  -0.17
O  0.41  -1.81  0.03
H  -1.20  -0.22  4.16
H  0.08  0.83  4.53
H  1.97  0.32  2.14
H  1.36  1.84  2.02
H  0.23  0.91  -0.18
H  2.19  -1.16  0.54
H  1.63  -0.76  -1.32
H  -0.31  -1.41  0.60
O  -1.74  1.44  -3.28
H  -1.21  2.14  -3.49
H  -1.56  1.24  -2.27
O  0.58  3.47  -2.85
H  0.65  2.50  -2.68
H  0.78  3.99  -2.05
O  1.12  -4.25  0.84
H  0.98  -3.40  0.39
H  0.44  -4.70  0.43
O  -3.35  -0.85  -0.74
H  -3.37  -1.59  -0.37
H  -4.02  -0.67  -1.33
O  -1.41  0.65  -0.68
H  -2.36  0.62  -0.35
H  -1.44  -0.33  -0.97
O  0.49  0.34  -2.73
H  -0.48  0.10  -3.03
H  1.13  0.25  -3.37
O  2.12  3.07  -0.76
H  1.51  2.83  -0.09
H  1.94  2.31  -1.28
O  0.56  -2.73  2.99
H  -0.24  -2.34  2.91
H  0.60  -3.50  2.53

Relative energy (zero: lowest compared OMol25 entry of this formula, charge and spin)   397.1 kJ/mol
E_LUMO   0.03 eV
Highest occupied orbital energy   -9.2 eV
Structure (SMILES)   NC(=O)CNCO.O.O.O.O.O.O.O.O

---

No. 8
This record from the OMol25 dataset describes a molecular structure, C23H19CdO2PS5. The level of theory is ωB97M-V with the def2-TZVPD basis set.

Atoms and positions in Å:
Cd  2.55  0.09  -0.89
O  1.13  -0.53  -3.49
C  1.14  0.28  -2.59
C  0.16  1.41  -2.54
C  -0.10  2.12  -3.71
C  -0.94  3.22  -3.70
C  -1.56  3.59  -2.52
C  -1.33  2.88  -1.35
C  -0.46  1.79  -1.34
P  -0.02  0.88  0.19
C  -0.85  -0.74  -0.01
C  -1.64  -1.10  -1.10
C  -2.22  -2.36  -1.15
C  -2.04  -3.26  -0.11
C  -1.26  -2.91  0.99
C  -0.65  -1.66  1.03
C  -1.04  1.67  1.48
C  -2.29  1.20  1.88
C  -2.98  1.83  2.91
C  -2.43  2.93  3.55
C  -1.18  3.41  3.16
C  -0.49  2.77  2.14
H  0.38  1.80  -4.63
H  -1.12  3.78  -4.61
H  -2.24  4.44  -2.50
H  -1.83  3.17  -0.43
H  -1.80  -0.40  -1.91
H  -2.83  -2.63  -2.00
H  -2.51  -4.23  -0.14
H  -1.11  -3.60  1.80
H  -0.04  -1.38  1.88
H  -2.73  0.34  1.38
H  -3.94  1.45  3.22
H  -2.96  3.41  4.36
H  -0.75  4.27  3.66
H  0.49  3.13  1.84
C  2.01  -3.47  -1.74
S  3.32  -2.65  -0.79
C  2.71  -2.73  0.85
C  2.88  -1.73  1.73
S  3.62  -0.18  1.43
S  2.26  -2.05  3.34
C  1.62  -3.63  3.05
S  0.81  -4.52  4.16
S  1.91  -4.17  1.43
H  2.17  -3.20  -2.78
H  1.03  -3.11  -1.42
H  2.08  -4.55  -1.62
O  4.67  1.66  -0.95
H  4.91  1.58  -0.02
H  5.50  1.68  -1.43

Relative energy (zero: lowest compared OMol25 entry of this formula, charge and spin)   0.0 kJ/mol
E_LUMO   -0.03 eV
Highest occupied orbital energy   -7.5 eV

---

No. 9
This record from the OMol25 dataset describes 2 unconnected molecules or ions with the total composition H3O5. The level of theory is ωB97M-V with the def2-TZVPD basis set.

Atoms and positions in Å:
O  -0.24  -1.02  -0.45
O  -0.21  0.08  1.10
O  0.69  2.06  0.63
O  -1.53  1.87  1.10
O  -0.44  1.31  1.15
H  0.64  -1.48  -0.47
H  -0.98  -1.60  -0.01
H  0.49  2.20  -0.32

Relative energy (zero: lowest compared OMol25 entry of this formula, charge and spin)   268.8 kJ/mol
E_LUMO (spin up / spin down)   -8.13 / -8.47 eV
Charge   +1
Highest occupied orbital energy (spin up / spin down)   -17.7 / -17.6 eV

---

No. 10
This record from the OMol25 dataset describes C6H6 in the gas phase. The level of theory is ωB97M-V with the def2-TZVPD basis set.

Atoms and positions in Å:
C  -2.40  -1.27  -0.45
C  -1.99  0.01  -0.78
C  -1.08  0.80  -0.68
C  0.19  0.87  -0.22
C  1.31  1.07  0.17
C  2.62  0.92  0.64
H  -2.62  -1.39  0.62
H  -1.71  -2.05  -0.97
H  -3.32  -1.67  -0.86
H  3.26  1.58  0.13
H  2.97  -0.12  0.62
H  2.77  1.23  1.79

Relative energy (zero: lowest compared OMol25 entry of this formula, charge and spin)   493.0 kJ/mol
E_LUMO   0.47 eV
Highest occupied orbital energy   -8.6 eV
Structure (SMILES)   CC#CC#CC

---

No. 11
This record from the OMol25 dataset describes CH5NO3S in the gas phase. The level of theory is ωB97M-V with the def2-TZVPD basis set.

Atoms and positions in Å:
C  0.64  -1.54  0.29
O  -0.65  -0.90  0.19
S  -0.52  0.65  0.39
N  -0.22  1.29  -1.13
O  -1.77  1.04  0.99
O  0.84  1.07  1.13
H  0.36  -2.51  0.77
H  1.29  -0.84  0.86
H  0.96  -1.88  -0.74
H  -1.02  1.28  -1.72
H  0.09  2.34  -1.03

Relative energy (zero: lowest compared OMol25 entry of this formula, charge and spin)   217.7 kJ/mol
E_LUMO   0.43 eV
Highest occupied orbital energy   -10.8 eV
Structure (SMILES)   COS(N)(=O)=O

---

No. 12
This record from the OMol25 dataset describes a gas-phase ion, C10H11BNO (charge +1). The level of theory is ωB97M-V with the def2-TZVPD basis set.

Atoms and positions in Å:
C  3.05  1.11  1.30
B  1.48  1.31  1.02
O  0.82  2.30  1.76
C  0.79  0.35  -0.05
C  1.62  -0.19  -1.03
C  1.17  -1.10  -2.05
C  -0.16  -1.44  -2.03
C  -1.07  -0.92  -1.06
C  -2.43  -1.29  -1.03
N  -3.24  -0.81  -0.10
C  -2.84  0.07  0.87
C  -1.54  0.51  0.92
C  -0.61  -0.01  -0.05
H  3.37  0.07  1.12
H  3.20  1.35  2.37
H  3.65  1.81  0.68
H  0.55  1.89  2.60
H  2.69  0.07  -1.05
H  1.86  -1.51  -2.79
H  -0.51  -2.15  -2.79
H  -2.85  -1.97  -1.78
H  -4.21  -1.11  -0.10
H  -3.56  0.43  1.61
H  -1.25  1.23  1.68

Relative energy (zero: lowest compared OMol25 entry of this formula, charge and spin)   35.8 kJ/mol
E_LUMO   -4.65 eV
Charge   +1
Highest occupied orbital energy   -13.1 eV
Structure (SMILES)   CB(O)c1cccc2c[nH+]ccc12

---

no.,maximum force (eV Å⁻¹)
1,4.137
2,4.850
3,0.363
4,0.522
5,3.994
6,3.108
7,11.508
8,0.420
9,3.646
10,4.773
11,6.330
12,1.365